Below is a structure of composition C26H31F26GaNO3Si at a distorted geometry, with properties calculated with the ωB97M-V functional and the def2-TZVPD basis.

Positions of all 89 atoms, in Å:
C (0.4856, -4.1618, 7.0139)
Si (1.8085, -4.9689, 5.8251)
C (2.0923, -6.7824, 6.5243)
C (3.5144, -4.0848, 5.9500)
C (3.8271, -3.0005, 4.7606)
C (5.4632, -3.0041, 4.4640)
F (5.8560, -1.9872, 3.4187)
F (6.2384, -2.6476, 5.7085)
Ga (6.1913, -4.8215, 3.7927)
N (6.0596, -5.0279, 1.8295)
C (1.1318, -5.1932, 4.0363)
C (-0.3656, -4.6170, 3.5891)
C (-0.9378, -4.8735, 2.0444)
C (-0.0075, -5.7131, 0.9705)
C (1.4880, -6.2658, 1.3919)
C (2.0326, -6.0024, 2.9276)
H (-0.5706, -4.0603, 6.5091)
H (0.8663, -3.0963, 7.3906)
H (0.3519, -4.8627, 7.9619)
H (3.0068, -7.2037, 5.8920)
H (2.3323, -6.7504, 7.6743)
H (1.1501, -7.4155, 6.2387)
H (4.3363, -4.9111, 6.0976)
H (3.4979, -3.4650, 6.9683)
H (3.5820, -1.9174, 5.1893)
H (3.1783, -3.1196, 3.7935)
H (7.7153, -5.1290, 4.2311)
H (5.2918, -6.0195, 4.4245)
H (5.4846, -5.8948, 1.6602)
H (5.5684, -4.1743, 1.4761)
H (-1.0620, -4.0414, 4.3586)
H (-2.0299, -4.4653, 1.7892)
H (-0.4258, -5.9247, -0.1202)
H (2.1503, -6.8702, 0.6051)
H (3.0851, -6.4063, 3.2958)
C (-3.0016, -0.5639, -0.6893)
C (-3.4269, -1.5382, 0.4201)
C (-3.4365, -3.0102, 0.0181)
F (-4.2828, -3.2656, -1.0031)
F (-3.8480, -3.7869, 1.0571)
F (-4.6302, -1.1487, 0.9182)
F (-2.5352, -1.3871, 1.4522)
O (-4.0579, 0.0679, -1.4201)
C (-4.6081, -0.7040, -2.4865)
C (-6.0657, -1.1139, -2.2384)
F (-6.2056, -1.8060, -1.0810)
F (-6.5198, -1.9258, -3.2302)
F (-3.7950, -1.7590, -2.7338)
F (-4.5367, 0.0877, -3.5919)
H (-2.4873, 0.2672, -0.1910)
H (-2.2428, -0.9917, -1.3558)
H (-2.4354, -3.3489, -0.2688)
H (-6.7162, -0.2366, -2.1876)
C (-1.2201, 3.9944, -1.9612)
C (-1.4533, 3.2342, -0.6464)
C (-2.8475, 3.3930, -0.0471)
F (-3.1459, 4.6778, 0.2441)
F (-2.9465, 2.7045, 1.1227)
F (-0.4849, 3.5765, 0.2442)
F (-1.2554, 1.9022, -0.9108)
O (-0.5793, 5.2697, -1.8532)
C (-1.4407, 6.3592, -1.5260)
C (-1.1497, 6.9579, -0.1437)
F (-1.2319, 6.0261, 0.8377)
F (-2.0514, 7.9267, 0.1682)
F (-2.7283, 5.9641, -1.6727)
F (-1.2288, 7.3003, -2.4868)
H (-0.5161, 3.3905, -2.5471)
H (-2.1212, 4.0413, -2.5846)
H (-3.6160, 3.0038, -0.7233)
H (-0.1486, 7.3963, -0.1095)
C (-0.0335, 6.6285, -5.3277)
C (1.0735, 7.4939, -5.9496)
C (0.9363, 7.7383, -7.4495)
F (0.9539, 6.5942, -8.1673)
F (1.9729, 8.4916, -7.9079)
F (2.2842, 6.9593, -5.6394)
F (1.0360, 8.7112, -5.3171)
O (0.2629, 5.2378, -5.1641)
C (0.0638, 4.4312, -6.3242)
C (1.3707, 3.8536, -6.8830)
F (2.2682, 4.8266, -7.1764)
F (1.1485, 3.1730, -8.0391)
F (-0.6374, 5.1408, -7.2408)
F (-0.7554, 3.4164, -5.9334)
H (-0.1733, 6.9942, -4.3029)
H (-1.0077, 6.7850, -5.8067)
H (0.0114, 8.2775, -7.6799)
H (1.8355, 3.1711, -6.1663)

## Properties
* M: 997.3 g/mol
* gap between HOMO and LUMO: 5.848 eV
* F_max: 0.105 hartree/bohr
* LUMO: 0.048 hartree
* net charge: -1